Record 1
# C7H19N2O

2 unconnected molecules or ions with the total composition C7H19N2O in a non-equilibrium geometry (wB97M-V/def2-TZVPD, the OMol25 dataset).

Output
- E_tot: -462.3586 Ha
- Energy above the lowest of the compared OMol25 structures with the same formula, charge and spin: 21.3 kcal per mole
- Kohn-Sham gap (spin up / spin down): 0.1833 / 0.2646 Eh
- Highest occupied orbital energy (spin up / spin down): -8.120 / -11.970 eV
- Multiplicity: 3
- Total charge: +1
- Expectation value of S²: 2.007

Atoms and positions in Å:
H 1.9376 2.4678 0.6558
C -2.6789 0.4476 1.2225
C 3.6751 0.5474 -0.7369
H -1.9481 0.4316 2.0027
C -3.6427 -0.9972 -0.6188
H 1.5994 -1.6469 2.0199
H -0.8675 -1.4309 -1.0141
H -2.1573 -1.4537 0.7192
H -3.8701 0.0349 -0.9818
C 1.9040 -1.7361 0.9985
H -1.5817 0.8350 -1.9208
H 0.7101 1.9871 -0.4121
C 1.6514 -0.2442 0.6790
H -3.7929 0.4804 1.4167
N 2.3486 0.6562 -0.0844
H 3.5490 0.8987 -1.8030
H 2.4694 2.4430 -1.1628
H 0.8614 0.2290 1.2414
H -2.5766 1.4974 0.6699
C -1.0237 -0.4725 -0.5286
H 4.4802 1.1637 -0.2804
H 1.1236 -2.4927 0.4927
H 4.1214 -0.3988 -0.8576
H 2.9292 -2.0784 0.8901
O -0.9104 0.7187 -1.1676
H -3.5052 -1.7109 -1.4756
H -4.2988 -1.5693 0.0271
C 1.8804 2.0313 -0.2453
N -2.3868 -0.6383 0.2543

---

Record 2
# C6H9N

C6H9N in the gas phase (wB97M-V/def2-TZVPD, the OMol25 dataset).

Output
- E_tot: -288.6671 Ha
- Energy above the lowest of the compared OMol25 structures with the same formula, charge and spin: 72.1 kcal per mole
- Kohn-Sham gap: 0.3291 Eh
- Highest occupied orbital energy: -8.346 eV
- Multiplicity: 1
- SMILES: [H]/N=C(\C)C=C=CC

Atoms and positions in Å:
H 2.1479 -1.6235 -2.9553
H -1.7987 1.7494 2.6698
H 0.9344 -0.2557 1.0569
C 0.0211 -0.6783 -0.7490
H 2.0050 0.0362 -2.3011
N -2.1912 0.4836 0.3408
H -0.3555 0.7511 2.9325
H 2.3642 -1.3406 -1.2442
C 0.0853 -0.0510 0.4025
C 1.7932 -1.0204 -2.1320
H -0.2036 2.2988 2.1018
C -0.8541 1.4249 2.2257
C -1.0732 0.6860 0.9276
H -0.2391 -2.1359 -2.2426
H -2.9536 0.9541 0.8268
C 0.3179 -1.2787 -1.8603

---

Record 3
# C5H7N

C5H7N in the gas phase (wB97M-V/def2-TZVPD, the OMol25 dataset).

Output
- E_tot: -249.3466 Ha
- Energy above the lowest of the compared OMol25 structures with the same formula, charge and spin: 79.4 kcal per mole
- Kohn-Sham gap: 0.3843 Eh
- Highest occupied orbital energy: -9.314 eV
- Multiplicity: 1
- SMILES: C#CCN1CC1

Atoms and positions in Å:
C 0.3187 -0.4706 1.2081
H -1.1673 -0.3264 -1.7134
H 0.8687 0.4627 1.0369
H 1.4026 2.8661 -0.3087
H 0.4372 -2.5640 0.3899
C 0.4730 -1.5006 0.1544
H 0.1751 -0.7210 2.2561
C 0.6499 2.1483 -0.5464
C -1.1371 0.2083 -0.7549
H -2.1507 0.5711 -0.5392
H 1.1206 -1.2390 -0.6859
C -0.2085 1.3422 -0.7999
N -0.7821 -0.7772 0.3031

---

Record 4
# C63H50NO4PtS2Te

A molecular structure, C63H50NO4PtS2Te in a non-equilibrium geometry (wB97M-V/def2-TZVPD, the OMol25 dataset).

Output
- E_tot: -3969.8568 Ha
- Kohn-Sham gap (spin up / spin down): 0.2358 / 0.1212 Eh
- Highest occupied orbital energy (spin up / spin down): -9.218 / -9.227 eV
- Multiplicity: 3
- Total charge: +1
- Expectation value of S²: 2.013

Atoms and positions in Å:
C -2.0141 5.9658 -0.7928
H -0.5802 -6.8542 0.9591
C -3.1907 0.3026 -2.3487
C 6.4833 -1.7706 -1.3382
H -8.0370 -2.4270 0.3865
C -4.2892 -1.4901 0.8476
C 3.3264 -5.0668 -0.7092
C -0.8218 -5.8063 0.8045
S -1.7515 0.6408 -1.3325
H 5.5705 1.7503 -1.0339
H -5.6535 0.4081 3.3548
C -1.2609 4.5749 3.7152
H -0.1457 -1.2130 -2.7141
H -6.3126 -3.3839 -1.1342
H -7.3824 -0.8741 2.1790
C -2.9217 -1.0913 1.0170
C -0.2008 3.9398 -1.3801
H 0.0833 -5.7299 -1.1285
H 3.8805 5.6071 -0.5828
C -4.8927 0.0046 2.6929
C -1.5751 2.9580 1.9400
H -1.5428 6.0646 5.2573
C 3.5176 -4.9187 0.6629
H -1.8303 -5.6002 2.7106
C -6.7341 -0.4490 -4.6506
C -1.4581 3.9420 -1.9717
C 4.3798 -5.5299 -1.4831
C -0.7582 3.5646 4.5296
C 6.2290 4.3427 -1.2645
H 1.5809 -2.2784 -0.5461
H -1.8686 2.7264 0.9218
S -0.8988 0.3128 2.1990
C -1.0724 1.9737 2.7800
O -0.6806 1.0369 -2.3012
H -2.0875 5.0225 1.7838
H -3.3419 4.9582 -2.1535
C 2.3835 2.5963 -0.0489
H -7.0459 -1.4888 -4.5182
H 8.1581 -2.3239 -0.1067
H -2.4541 -3.2507 2.3459
C -0.7655 5.9487 -0.1898
C 2.2791 -2.1227 1.4695
H -7.5625 0.1883 -4.3382
C -0.5474 -1.7842 -1.8806
H 3.1545 -1.8294 2.0633
C 3.7889 4.5247 -0.5406
H 6.4162 -6.2101 -1.4961
C 1.4991 4.9919 0.1829
C 5.7769 -5.6784 0.4807
H 7.3210 -1.0962 1.8773
C 2.5742 3.9997 -0.1789
H -6.5623 -0.2934 -5.7174
H -2.0978 -0.5290 -4.0056
H -0.4681 6.7244 0.5052
C 4.7290 2.3820 -0.7746
C -5.5703 0.4435 -2.6000
H 4.8786 -5.0966 2.3408
H 0.2255 -3.6590 -2.5071
C -1.5431 -5.0981 1.7928
H -1.7197 3.1508 -2.6673
H 6.7305 -5.9092 0.9432
H 7.0098 4.1165 -0.5327
H 3.3301 -2.3052 -0.4376
H 0.4920 3.1461 -1.6273
C -0.6619 2.2570 4.0704
H 4.2458 -5.6459 -2.5512
H 6.1532 5.4280 -1.3418
C 3.5028 1.7650 -0.3843
C 5.5426 -0.4037 0.8893
C -6.6335 -1.2932 1.5118
C -0.4422 -5.1771 -0.3535
H -3.9519 -2.8195 -0.8385
C -1.8861 -1.7478 0.1565
H -3.3146 1.1131 3.5894
C -0.3254 -3.1150 -1.7429
H -0.3183 6.4688 4.0548
H 2.3764 -4.8157 -1.1701
C -6.9947 -2.1592 0.5211
N 2.3743 -0.3946 -0.2668
C 7.2143 -1.7896 -0.1550
C -1.3324 -1.0907 -0.9189
C -3.0781 -0.2794 -3.6062
H 5.1845 0.1619 1.7464
O 1.7610 5.8809 0.9669
Te 1.9436 -4.1837 1.8333
C -5.2761 -0.9251 1.6917
C 2.4341 -1.8470 -0.0381
C 3.4706 0.3220 -0.3148
H -2.0270 6.5938 3.6352
H -0.2700 1.4594 4.6946
H -0.4349 3.8004 5.5391
H -2.7126 6.7668 -0.5726
C 5.6014 -5.8387 -0.8878
C -2.3661 4.9525 -1.6806
O -0.3663 -0.5225 3.3053
C 6.7450 -1.1022 0.9578
H 6.8529 -2.2927 -2.2153
C -1.2993 6.0048 4.1952
C 0.1463 4.9330 -0.4745
C 4.7329 -5.2183 1.2702
C -6.0129 -2.7110 -0.3357
H 4.7143 -1.0492 -2.3323
H 6.5692 3.9613 -2.2311
H -4.1468 -0.9547 -5.3325
C -4.4264 0.6823 -1.8484
C -3.6001 0.3964 2.8271
C -0.7557 -3.8063 -0.5759
C 4.8002 -0.3972 -0.2898
C 5.2801 -1.0786 -1.4048
O 1.2447 2.1916 0.4034
C -4.2272 -0.5101 -4.3447
C 4.9001 3.7299 -0.8594
H -4.4980 1.1643 -0.8749
H -6.5392 0.7423 -2.2114
Pt 0.4518 0.2191 0.3592
H 1.3853 -1.6193 1.8623
C -1.6831 4.2486 2.4254
C -4.6952 -2.3942 -0.1729
C -1.5156 -3.1108 0.3991
C -1.8926 -3.7893 1.5900
C -2.6123 -0.1482 1.9691
C -5.4887 -0.1634 -3.8480

---

Record 5
# C3H3BrO2

A molecular structure, C3H3BrO2 in a non-equilibrium geometry (wB97M-V/def2-TZVPD, the OMol25 dataset).

Output
- E_tot: -2840.4261 Ha
- Energy above the lowest of the compared OMol25 structures with the same formula, charge and spin: 99.9 kcal per mole
- Kohn-Sham gap: 0.3285 Eh
- Highest occupied orbital energy: -9.310 eV
- Multiplicity: 1

Atoms and positions in Å:
C -0.4636 0.1241 -2.3837
H -0.0288 0.6556 -1.4395
H 1.2171 0.6979 2.3951
O -1.0731 0.0122 -3.3537
O -0.5727 0.7971 1.3292
C 0.3351 0.5003 0.4136
Br -0.3156 -1.6481 -0.7732
C 0.6207 -0.0320 1.8017
H 0.2809 -1.1070 2.0106

---

Record 6
# H8O4

4 unconnected molecules or ions with the total composition H8O4 in a non-equilibrium geometry (wB97M-V/def2-TZVPD, the OMol25 dataset).

Output
- E_tot: -305.7252 Ha
- Energy above the lowest of the compared OMol25 structures with the same formula, charge and spin: 33.9 kcal per mole
- Kohn-Sham gap: 0.4245 Eh
- Highest occupied orbital energy: -11.363 eV
- Multiplicity: 1
- SMILES: O.O.O.O

Atoms and positions in Å:
H -0.0915 -2.0372 1.1820
O 0.6717 -2.5433 1.4824
H -1.0354 4.5688 -0.7477
O -0.0443 -1.8545 -0.7910
H -0.4486 3.1956 -1.0305
O 0.3821 0.4814 0.4390
O -0.2239 4.0563 -0.6595
H -0.7732 -1.2649 -1.0148
H 0.2463 -2.2017 -1.6418
H 0.7542 -2.3123 2.4145
H 0.6625 -0.3891 0.7434
H -0.0999 0.3009 -0.3759

---

Record 7
# C29H37N4O4TcTe

A molecular structure, C29H37N4O4TcTe in a non-equilibrium geometry (wB97M-V/def2-TZVPD, the OMol25 dataset).

Output
- E_tot: -1995.5192 Ha
- Kohn-Sham gap (spin up / spin down): 0.1539 / 0.1536 Eh
- Highest occupied orbital energy (spin up / spin down): -13.096 / -13.098 eV
- Multiplicity: 1
- Total charge: +2

Atoms and positions in Å:
C -0.7109 -1.7153 -3.1568
N 3.9500 -2.2286 -0.9833
H 1.3994 2.1437 -3.2406
C -0.4147 1.7912 -2.1538
H -1.1697 -2.0408 1.9157
H -0.9037 0.4856 2.3630
H -0.6545 -2.2848 -4.0796
H -2.4111 -3.7217 -3.5706
C -1.5058 -2.4513 -2.1274
C -1.1261 0.9951 -1.2388
H -1.1697 -0.7539 -3.3857
H -2.9385 -2.1670 2.0081
H 1.5852 2.0697 -1.4890
C -2.9481 -3.9287 -0.2590
N 4.1672 1.8173 1.6596
O 4.3205 1.4559 -2.5919
H 0.3067 -1.5370 -2.8007
H 3.7214 2.2942 2.4657
H -1.4296 2.2989 6.9324
C -2.3462 -3.4796 -2.5217
C 4.1441 -2.3146 0.3457
H -3.8437 -6.2096 -1.4833
C -3.1350 2.2058 -1.7577
H -0.5559 3.3332 -3.6081
H -3.9072 1.1615 0.5644
C -4.0166 -5.2997 -2.0552
H 3.7222 -1.3202 -1.3667
C -2.2616 0.8338 3.9967
H -3.1128 0.3991 3.4943
H 0.7713 2.4107 5.7899
H 4.9444 -4.2165 0.2632
C -1.0370 0.8861 3.3684
H -3.1020 3.8437 -4.5331
N 4.6306 -3.4583 0.8438
C -0.0895 1.9798 5.3038
C -3.1555 4.0464 -3.4629
H 4.8989 1.2143 2.0400
H 6.1151 1.4038 -0.2148
H -3.5065 -4.4953 0.4710
C -1.0961 2.7459 -2.8807
H -3.9355 -0.2444 -0.4945
C -2.4021 1.3520 5.2788
H -4.1997 4.1251 -3.1742
H 4.7511 -3.5396 1.8404
H -1.9596 -3.6086 2.1906
C -2.4637 2.9780 -2.6999
O 3.8500 -1.3797 1.1175
C 0.0528 1.4766 4.0088
C 1.3271 1.6385 3.3112
C -3.0950 -4.2204 -1.6097
C -2.1116 -2.9146 0.1860
C -3.2824 0.4737 -0.0004
H -3.3640 1.3208 5.7650
H -2.6193 -0.0492 0.6911
Te -0.1194 -0.5278 -0.1509
C 5.3552 2.1313 -0.5155
Tc 2.5716 0.5101 0.8268
H -3.8968 -5.5155 -3.1123
H -2.6618 5.0054 -3.3002
H 5.8314 2.8892 -1.1379
C 1.0586 1.6313 -2.3444
C 4.7560 2.7904 0.7300
C -2.0329 -2.6630 1.6572
O 2.2527 2.3502 3.6901
H 5.5621 3.3370 1.2352
N 1.5522 0.9552 2.1518
H 1.3442 0.5806 -2.4289
C -1.4026 -2.1653 -0.7626
H 3.9873 3.5198 0.4526
O 3.5436 0.6062 -0.7116
C -1.3150 1.9093 5.9343
H -5.0522 -5.0071 -1.8802
H -4.1857 2.3803 -1.5803
C 4.3520 1.3785 -1.3922
C -2.4944 1.2230 -1.0214
H 4.3165 -2.9199 -1.6149

---

Record 8
# C6H15N

C6H15N in the gas phase in a non-equilibrium geometry (wB97M-V/def2-TZVPD, the OMol25 dataset).

Output
- E_tot: -292.2459 Ha
- Energy above the lowest of the compared OMol25 structures with the same formula, charge and spin: 77.2 kcal per mole
- Kohn-Sham gap: 0.3504 Eh
- Highest occupied orbital energy: -8.486 eV
- Multiplicity: 1
- SMILES: CCC[C@@H](C)NC

Atoms and positions in Å:
H 0.1743 0.3232 -1.8605
H -2.1294 0.3134 -1.4607
C -0.2322 -0.0217 0.7971
H -1.7496 -0.7142 -2.7781
H 0.6833 3.4716 0.7629
H 0.9545 -2.5177 1.3252
H 1.4243 1.2562 -0.1992
H 1.7239 -0.6112 -0.2730
C -1.5571 -0.6146 -1.7017
H -0.2978 -0.5533 1.7454
H -2.1795 -1.4383 -1.2544
H -0.1926 3.0046 2.1832
H 1.5513 0.9045 1.5337
H 1.5854 -2.8410 -0.2722
H -1.2365 0.3350 0.5764
C 0.5786 -0.9219 -0.2057
C 0.8614 1.1980 0.8007
H -0.6713 2.6533 0.2883
C 0.7605 -2.2729 0.2357
C 0.1931 2.6014 1.0843
N -0.0863 -0.6431 -1.5447
H -0.1584 -2.9113 0.2174

---

Record 9
# C38H106N8O14

11 unconnected molecules or ions with the total composition C38H106N8O14 in a non-equilibrium geometry (wB97M-V/def2-TZVPD, the OMol25 dataset).

Output
- E_tot: -3002.5191 Ha
- Energy above the lowest of the compared OMol25 structures with the same formula, charge and spin: 208.0 kcal per mole
- Kohn-Sham gap: 0.3393 Eh
- Highest occupied orbital energy: -8.601 eV
- Multiplicity: 1
- SMILES: COC[C@H](C)N.COC[C@H](C)N.COC[C@H](C)N.COC[C@H](C)N.COC[C@H](C)N.COC[C@H](C)N.COC[C@H](C)N.COC[C@H](C)N.OCCO.OCCO.OCCO

Atoms and positions in Å:
H 0.3178 2.6389 -1.1081
H -2.1862 -0.1140 2.5554
H -7.1047 -1.9523 -2.2646
O -0.2189 -6.4620 -3.9884
H -1.4587 -2.5981 -3.1633
C 6.3036 -0.7630 0.9481
C 2.3517 0.1804 -5.2468
H 0.3796 -7.5850 -5.7242
N -4.8221 -0.7156 -0.9664
N -0.4814 -0.8811 6.1538
H 2.5763 2.7862 -7.7865
H -4.4088 -1.4325 -0.3364
H -6.9661 -4.0389 -5.1555
H -5.8822 -3.1495 -1.7675
C 1.4483 -1.9548 -1.0669
H -0.6582 -0.4916 0.3983
H 5.1466 1.7027 -4.4753
H 1.4889 -2.7463 -1.8503
H -3.2078 -5.0790 1.0743
H -1.4073 3.8176 -4.6578
H -2.1331 2.4073 -3.9385
H 2.7502 -0.8160 -5.3968
H -0.2928 1.6691 2.1393
H -3.6542 -1.8808 7.2268
C -4.3089 4.7422 -2.1397
C 6.6251 0.4500 1.8250
O -1.2833 -3.4320 2.0332
C 3.3392 1.2814 -5.3730
H 1.4222 0.3114 -5.8972
H 2.3466 2.4899 -4.0669
O -0.1298 -1.2857 0.7029
C -1.0468 -3.5111 -3.7247
O -3.2304 -3.4167 -0.1186
C 2.9597 1.6371 3.3531
H -4.4593 5.2342 -1.1306
H 3.4636 3.4398 -5.1557
C -2.5509 -1.8601 7.1711
H -2.1311 -2.8585 6.9743
H 4.0779 1.0316 -0.7160
C 2.6954 2.6118 -5.1058
H -2.7888 0.0620 -0.0530
H 3.7024 2.9781 6.4073
C -0.4067 3.9223 3.1635
H -2.4077 -1.2098 5.1157
H -0.0944 -3.1641 -0.2279
H 2.7201 1.6216 0.8343
H -3.0229 1.2939 3.1439
H -2.1597 -1.5949 8.1913
C -1.7779 -4.8198 -3.4815
H 2.4410 3.3652 5.1595
O -1.3113 3.5368 2.1088
O -2.9364 4.8057 -2.5149
H 4.6392 0.2149 -4.2286
O 1.6430 -0.7418 -1.6780
C 3.3167 -1.8162 2.7195
H 2.9275 1.6348 -1.9650
C 0.0444 -2.0672 -0.4638
H 3.3825 3.9665 -1.0784
H 0.4464 4.4250 2.6753
C 4.8563 -1.2238 1.1510
H -5.3967 -0.2817 -2.8817
H 1.9692 0.2134 -4.2077
H -7.8742 -2.6344 -4.4836
H 5.4030 4.9133 5.9909
N 4.3158 1.1465 -4.3680
H 7.6632 0.5882 1.4935
H 3.7091 5.5680 5.6386
H -1.0072 -2.5260 1.7127
C -2.1947 1.5575 1.0895
H -2.9966 2.3209 0.8504
C -5.0347 -1.1557 -2.3114
C -2.7003 -3.3166 2.2999
O 2.2833 1.5592 -0.0339
H 7.2475 -0.0888 -0.6505
H 6.1123 1.3706 1.5810
C 2.0807 3.6016 -7.2068
H 1.9636 2.2056 3.3859
C 4.0372 3.1367 -0.7944
O 4.3156 3.2156 0.5896
H -5.6023 -0.2200 -0.5512
O 1.6092 3.0840 -5.9430
H 6.1640 -1.2164 -1.1464
H -0.4337 2.3620 -4.2600
H 6.5664 0.1508 2.8646
N -1.9631 0.6218 0.0300
H 2.7306 0.5625 3.0694
H 4.5820 1.2559 4.7169
C -2.8243 0.7358 2.2557
H 3.7466 2.0834 2.6714
H -0.5300 -5.3766 -1.9784
H 3.8924 3.9404 1.0455
C -2.0382 -0.9162 6.1205
C -1.2016 3.0215 -3.9101
H -3.6503 2.8252 6.2673
O -3.7595 0.6973 6.2822
H -1.0501 -3.2365 -4.8163
H 2.3068 -2.1294 -0.3665
H -2.0056 0.8784 7.2688
N 6.3296 -0.4425 -0.4759
C 0.0907 -7.7172 -4.7015
H 3.2938 -2.8538 2.3911
C 3.3404 1.8008 -0.9819
H -0.7857 -8.3991 -4.7578
H 4.9197 3.3306 -1.4318
H 2.6123 -1.3532 2.0378
H -0.2407 2.4878 0.7123
N 2.9786 0.7333 5.6628
H 5.0882 5.8084 4.3883
H -7.7630 -4.1250 -3.5473
H 3.7877 1.2152 -6.3676
C -4.1351 2.0011 6.8017
C -6.0985 -2.3484 -2.4842
H -1.4569 -5.4897 -5.4735
H -1.9802 4.4467 -0.7806
H -2.0492 -5.9423 -1.8006
C 3.4747 3.0627 5.3364
C -0.8607 3.5282 -2.5455
H 3.0522 -0.2356 5.3647
H -3.7553 0.3404 1.8837
H -0.2326 -1.9007 6.1501
C 4.6596 5.1573 5.2226
H -0.9636 4.6252 3.8145
H -4.5237 -3.9255 1.3308
H 1.2175 3.9685 -7.7787
H -2.2189 -6.6968 -4.6713
C -7.1953 -3.3746 -4.2268
C 3.6082 1.6639 4.7610
C -2.1202 4.0037 -1.7514
H -2.6613 3.1243 -1.4473
H -3.0311 -2.2594 2.3289
H -0.0008 3.0749 3.7620
C -2.4150 0.4811 6.2981
H 0.1561 1.7493 -2.4945
H 4.6077 -2.2022 0.7882
H -5.1460 2.0741 6.5395
H -2.9303 -3.8679 3.2460
H 4.2863 -0.4531 0.5712
O 4.3777 3.8689 4.5744
N -1.5272 -5.1429 -2.0587
H 0.0187 -3.4902 -3.4349
H -2.4256 -3.7598 -0.5763
H -1.6888 1.1440 -0.8340
H -3.9216 2.0176 7.8876
H -3.1691 -0.6456 -2.7520
H 3.0387 -1.8489 3.7598
C -0.9094 2.3157 1.5194
H -0.6529 -1.8006 -1.2046
H -0.2080 4.3744 -2.7420
N -0.3825 2.3832 -1.8085
O 4.5739 -1.2210 2.5304
H -4.6846 3.7094 -2.1301
C -3.4265 -4.0059 1.1808
H -4.7773 5.2573 -2.9768
H 0.8668 -8.1408 -4.1161
C -3.6933 -1.6222 -2.8884
H -0.1328 -0.4579 5.2913
H 1.9650 -0.1410 -0.9872
H -2.8662 -4.5387 -3.5594
H 2.7247 4.4163 -7.0087
H 2.0337 0.8225 5.8358
H -3.3037 -2.4590 -2.3200
O -5.9685 -2.8511 -3.7965
H -3.7517 -1.9647 -3.9192
H -1.8894 1.0534 5.5083
C -1.4473 -5.9461 -4.4983
H 6.9691 -1.5309 1.3230